Molecular formula: C23H32N2O5
Method: DFT, ωB97M-V/def2-TZVPD

Electronic energy = -37571.15550 eV
LUMO level = 0.3 eV

```
! wB97M-V def2-TZVPD RIJCOSX def2/J DEFGRID3
* xyz 0 1
C 1.1084 -2.5834 2.8731
C 0.5740 -2.8569 1.4333
H 0.1085 -3.7450 1.3686
H 1.2101 -2.8106 0.6008
O -0.5676 -2.0320 1.0803
C -1.0053 -1.6494 0.0474
O -0.6421 -2.2723 -0.8218
C -1.8936 -0.3210 -0.1494
N -1.2128 0.8884 0.2821
H -0.9198 0.7887 1.3669
C 0.0296 1.3520 -0.2913
C 0.0748 2.7636 -0.6514
H 0.1208 3.0047 0.2889
H -0.6168 3.0749 -1.1532
H 1.1135 2.9186 -1.1450
C 1.2150 0.7282 0.6923
O 1.1972 0.5035 1.8278
N 2.4501 0.5763 0.0426
C 2.8102 0.4597 -1.5102
C 4.1947 0.4589 -1.4840
H 4.5204 -0.2243 -2.5101
H 4.4054 1.5348 -1.6521
C 4.7687 0.0706 -0.1882
C 5.9088 0.8395 0.3922
H 6.6343 1.2134 -0.8479
C 5.4173 2.0368 0.8608
H 6.0344 2.3616 1.5206
H 5.0186 2.8713 0.0758
C 4.0706 1.3880 1.7466
H 3.3930 2.1080 1.8899
H 4.4931 1.1455 2.5465
C 3.6190 0.2357 0.6361
H 3.4211 -0.5641 1.3996
H 6.5210 0.1054 0.9402
H 4.9670 -1.1757 -0.2698
H 2.2324 1.2684 -2.0557
C 2.1864 -1.0470 -1.8831
O 2.4998 -2.0076 -0.8304
O 1.2008 -1.0087 -2.6301
H 0.6033 -1.7638 -2.5374
H 0.1929 0.5505 -1.1050
H -2.7958 -0.4314 0.9588
C -2.6144 -0.2152 -1.3756
H -1.7883 -0.1855 -2.1333
H -3.1669 -1.0257 -1.7175
C -3.3086 0.9666 -1.4514
C -4.5934 0.6896 -0.5402
C -5.6287 -0.0620 -1.0376
C -6.8414 -0.0630 -0.3866
C -7.0347 0.3808 1.0691
C -5.8002 1.0737 1.4729
C -4.6963 1.3088 0.6733
H -3.6931 1.8830 1.0160
H -5.7824 1.3111 2.6350
H -7.6515 0.0612 1.7554
H -7.6644 -0.6116 -0.4715
H -5.7619 -0.3427 -2.1621
H -3.8534 1.2104 -2.4181
H -2.8933 2.0016 -1.0585
H 1.5363 -1.5611 3.1255
H 0.4006 -2.8195 3.4978
H 1.9559 -3.2543 3.0207
*
```

=====

Molecular formula: C23H32N2O5
Method: DFT, ωB97M-V/def2-TZVPD

Electronic energy = -37567.90352 eV
LUMO level = -0.1 eV

```
! wB97M-V def2-TZVPD RIJCOSX def2/J DEFGRID3
* xyz 0 1
C 2.8344 1.7073 1.3641
C 1.3892 2.1804 1.4594
H 1.2315 3.1388 1.8438
H 0.9323 1.3819 2.1233
O 0.9629 2.1526 0.1500
C -0.1634 1.2494 0.1216
O -0.6254 0.5111 1.0753
C -0.6701 1.2558 -1.5250
N -0.0875 0.1403 -2.2605
H 0.9084 0.4465 -2.3146
C -0.4100 -1.2503 -1.6363
C -0.0267 -2.2904 -2.8239
H 1.1840 -1.9489 -3.1991
H -0.8199 -1.9653 -3.5464
H -0.0735 -3.1823 -2.4888
C 0.8177 -1.3631 -0.3962
O 1.9760 -0.6157 -0.5143
N 0.6114 -2.2648 0.5010
C -0.7559 -2.9495 0.5609
C -0.2623 -4.1960 1.6183
H -0.9351 -4.6343 2.0680
H 0.0663 -5.0707 1.0012
C 0.8529 -3.6563 2.3676
C 2.0294 -4.6385 2.7818
H 1.9167 -5.6447 1.7778
C 3.3391 -3.8210 2.0953
H 3.9139 -3.1352 2.9672
H 4.0363 -4.6206 1.7830
C 2.9166 -3.0744 1.0974
H 2.7272 -3.6169 0.1484
H 3.5099 -2.3037 0.6032
C 1.6395 -2.5452 1.3607
H 1.6611 -1.5557 2.0081
H 2.3026 -4.8453 3.6871
H 0.6453 -3.1934 3.3016
H -1.3742 -3.3117 -0.2664
C -1.5215 -2.0853 1.3388
O -1.5523 -1.7758 2.9048
O -2.6073 -1.6138 0.7747
H -3.1663 -1.0491 1.3653
H -1.2738 -1.0910 -1.0801
H -0.4372 2.1436 -1.6051
C -2.1765 1.2283 -1.4356
H -2.3745 1.3443 -2.4881
H -2.6042 0.2244 -1.1265
C -2.8653 2.6261 -0.8097
C -2.3344 3.9213 -1.2300
C -2.7447 4.4608 -2.4738
C -2.4019 5.4447 -3.1081
C -1.4871 6.1024 -2.1636
C -1.0573 5.7548 -1.0744
C -1.5140 4.5432 -0.5950
H -1.2274 4.3062 0.2599
H -0.3141 6.4610 -0.3373
H -1.1195 7.3372 -2.5347
H -2.8714 5.8898 -3.7906
H -3.4285 3.6850 -3.1180
H -2.6450 2.3126 0.3807
H -4.0583 2.3906 -0.8972
H 3.2291 1.7326 2.4805
H 2.9954 0.7684 0.6813
H 3.3574 2.4676 0.7872
*
```

=====

Molecular formula: C23H32N2O6S
Method: DFT, ωB97M-V/def2-TZVPD

Structure (SMILES) = COc1ccc(S(=O)(=O)N(CCCN2CCOCC2)Cc2ccc(OC)c(OC)c2)cc1
Electronic energy = -50468.71605 eV
LUMO level = 0.6 eV

```
! wB97M-V def2-TZVPD RIJCOSX def2/J DEFGRID3
* xyz 0 1
C 3.0619 -4.4270 1.8138
O 1.9605 -4.2806 2.6865
C 0.8560 -3.6472 2.2324
C 0.6320 -3.2965 0.9011
C -0.5077 -2.5904 0.5604
C -1.4138 -2.2303 1.5356
S -2.8005 -1.2036 1.0895
O -3.4676 -1.7755 -0.0455
O -3.5821 -0.9400 2.2677
N -2.0323 0.2022 0.5594
C -2.6990 0.9144 -0.5101
C -1.6978 1.5038 -1.5044
C -2.4253 2.2203 -2.6410
N -1.5128 2.6327 -3.6941
C -0.7286 3.8030 -3.3358
C 0.2663 4.1042 -4.4567
O -0.3878 4.3306 -5.6817
C -1.1719 3.2142 -6.0296
C -2.2028 2.8953 -4.9470
C -1.5135 0.9967 1.6606
C -0.1789 0.4635 2.1076
C 0.1061 0.2289 3.4369
C 1.3187 -0.3362 3.8104
C 2.2555 -0.6898 2.8568
O 3.4466 -1.3023 3.1065
C 3.7198 -1.7096 4.4248
C 1.9806 -0.4283 1.4966
O 2.9443 -0.8257 0.6149
C 2.7373 -0.5678 -0.7521
C 0.7813 0.1574 1.1453
C -1.2318 -2.6179 2.8502
C -0.1068 -3.3326 3.1975
H 3.8538 -4.8678 2.4170
H 2.8291 -5.0980 0.9816
H 3.3901 -3.4552 1.4340
H 1.3450 -3.5576 0.1359
H -0.7038 -2.3038 -0.4607
H -3.3299 0.1802 -1.0132
H -3.3455 1.7097 -0.1130
H -1.0916 0.7024 -1.9273
H -1.0342 2.1954 -0.9831
H -2.9949 3.0768 -2.2380
H -3.1418 1.5220 -3.0806
H -0.1781 3.6035 -2.4161
H -1.3755 4.6855 -3.1787
H 0.8311 5.0122 -4.2380
H 0.9596 3.2550 -4.5562
H -1.6649 3.4662 -6.9700
H -0.5249 2.3364 -6.1770
H -2.7662 2.0058 -5.2353
H -2.9026 3.7450 -4.8538
H -1.4081 2.0310 1.3212
H -2.2243 0.9766 2.4958
H -0.6223 0.4676 4.1964
H 1.5091 -0.5180 4.8555
H 2.9656 -2.4155 4.7866
H 3.7819 -0.8561 5.1076
H 4.6884 -2.2052 4.3830
H 3.6226 -0.9489 -1.2595
H 2.6424 0.5046 -0.9498
H 1.8492 -1.0848 -1.1299
H 0.5411 0.3496 0.1132
H -1.9736 -2.3381 3.5805
H 0.0673 -3.6426 4.2156
*
```

=====

Molecular formula: C23H32O3
Method: DFT, ωB97M-V/def2-TZVPD

Structure (SMILES) = CCCCC(=O)O[C@@H]1CC[C@@H]2[C@@H]3CCc4cc(O)ccc4[C@H]3CC[C@@]21C
Electronic energy = -30514.55022 eV
LUMO level = 0.8 eV

```
! wB97M-V def2-TZVPD RIJCOSX def2/J DEFGRID3
* xyz 0 1
C -6.2026 -3.3031 0.1955
C -5.1140 -2.9973 -0.8261
C -4.6078 -1.5568 -0.7535
C -3.8582 -1.2553 0.5499
C -3.3166 0.1548 0.4992
O -3.8331 1.1091 1.0210
O -2.2036 0.2040 -0.2324
C -1.5782 1.4703 -0.4372
C -0.8553 1.4496 -1.7798
C 0.2653 2.4690 -1.6190
C 0.6977 2.4119 -0.1432
C 1.9794 1.6105 0.1270
C 3.2002 2.1336 -0.6246
C 4.4439 1.4870 -0.0270
C 4.3162 -0.0115 0.0207
C 5.4729 -0.7733 0.1357
C 5.4243 -2.1576 0.1648
O 6.5468 -2.9222 0.2807
C 4.1932 -2.7942 0.0568
C 3.0458 -2.0379 -0.0525
C 3.0784 -0.6458 -0.0500
C 1.7849 0.1273 -0.1822
C 0.6561 -0.4527 0.6987
C -0.1029 0.6208 1.4798
C -0.5150 1.8365 0.6412
C -1.0996 2.8975 1.5790
H -6.5917 -4.3070 0.0413
H -5.8170 -3.2433 1.2097
H -7.0250 -2.5981 0.0969
H -5.5124 -3.1690 -1.8287
H -4.2757 -3.6825 -0.6819
H -5.4514 -0.8695 -0.8464
H -3.9308 -1.3756 -1.5915
H -3.0284 -1.9538 0.6639
H -4.5304 -1.3335 1.4030
H -2.3646 2.2342 -0.4295
H -1.5242 1.6943 -2.6043
H -0.4659 0.4463 -1.9475
H 1.0892 2.2759 -2.3020
H -0.1223 3.4648 -1.8402
H 0.8926 3.4320 0.2023
H 2.2044 1.7132 1.1937
H 3.1392 1.8770 -1.6836
H 3.2639 3.2206 -0.5412
H 5.3294 1.7582 -0.6071
H 4.5966 1.8624 0.9905
H 6.4313 -0.2714 0.1984
H 7.3221 -2.3516 0.3399
H 4.1584 -3.8717 0.0570
H 2.0973 -2.5444 -0.1493
H 1.4883 0.0456 -1.2340
H -0.0509 -1.0045 0.0788
H 1.0774 -1.1521 1.4239
H -0.9939 0.1726 1.9254
H 0.5149 0.9728 2.3080
H -0.3813 3.1612 2.3526
H -2.0032 2.5245 2.0554
H -1.3543 3.7981 1.0239
*
```

=====

Molecular formula: C23H33Br45IO8PS3Si2
Method: DFT, ωB97M-V/def2-TZVPD

Electronic energy = -3258318.46140 eV
LUMO level = -0.6 eV

```
! wB97M-V def2-TZVPD RIJCOSX def2/J DEFGRID3
* xyz 0 1
C -2.0993 1.4869 1.4019
C -2.1200 1.6933 -0.2496
C -1.0287 2.8802 -0.6947
O -0.0976 2.4337 -1.7428
C -0.7557 2.2774 -3.0492
O -2.0235 2.5738 -3.3458
C 0.2040 1.7237 -4.3001
S 1.4114 0.4123 -3.6771
Si 0.3831 -1.3007 -2.8568
O -1.3434 -0.9914 -2.9633
Si -2.2915 -2.4673 -2.7210
P -4.0576 -2.2596 -4.0725
O -4.3765 -0.5516 -4.3531
I -3.4945 -3.2810 -6.2373
S 1.0779 -1.5050 -0.7812
C 0.9434 -3.2586 -0.1285
O 2.5742 -1.0398 -0.8046
O 0.3368 -0.5268 0.1701
O -3.4459 2.2237 -0.6002
C -4.4680 1.1698 -0.6924
O -4.2555 -0.1387 -0.4157
C -5.9876 1.6818 -1.1691
S -6.8150 0.4076 -2.2649
H -2.8793 2.2891 1.8175
H -2.4104 0.3772 1.7071
H -1.0314 1.7113 1.8732
H -1.8165 0.7091 -0.8282
H -0.3887 3.0804 0.2893
H -1.6095 3.8792 -0.9621
H -0.4409 1.3718 -5.2196
H 0.8120 2.6829 -4.6543
H 0.7687 -2.4864 -3.6645
H -2.7306 -2.4773 -1.3324
H -1.5499 -3.6985 -2.9562
H -4.4819 -0.4072 -5.3480
H -0.0290 -3.7893 -0.5106
H 0.8945 -3.2467 1.0448
H 1.9106 -3.8955 -0.4123
H -6.6244 1.9290 -0.1930
H -5.8915 2.7267 -1.7382
H -5.9838 -0.7233 -2.3017
C 3.7359 -4.6132 -4.6536
Br 3.4074 -3.7602 -6.3708
Br 4.5536 -3.3890 -3.3820
Br 2.1264 -5.4356 -3.9342
H 4.4557 -5.4193 -4.8295
C -9.5785 1.4003 2.1268
Br -7.9056 0.6681 1.4563
Br -9.4159 2.0092 3.9672
Br -10.2770 2.7934 0.9625
H -10.3088 0.5846 2.1232
C 6.0636 -0.3682 1.1294
Br 6.0627 -0.9164 -0.7371
Br 7.8460 0.1153 1.7408
Br 4.7732 1.0474 1.4687
H 5.7483 -1.2361 1.7177
C 5.2556 5.3548 1.3243
Br 4.9271 6.2078 -0.3929
Br 6.0733 6.5790 2.5959
Br 3.6461 4.5324 2.0437
H 5.9753 4.5487 1.1484
C 2.7174 -7.5363 -8.0116
Br 2.8882 -8.5720 -6.3737
Br 3.7949 -8.2770 -9.4519
Br 0.8577 -7.3164 -8.5383
H 3.1102 -6.5364 -7.8000
C -2.7549 0.6826 5.6640
Br -2.5841 -0.3531 7.3018
Br -1.6773 -0.0581 4.2236
Br -4.6146 0.9025 5.1373
H -2.3621 1.6825 5.8755
C -9.7516 -3.3495 2.4585
Br -9.7526 -3.8977 0.5920
Br -7.9693 -2.8660 3.0699
Br -11.0421 -1.9339 2.7978
H -10.0670 -4.2174 3.0468
C -9.3670 6.7427 0.5938
Br -7.9567 5.4032 0.5657
Br -10.8965 6.2059 -0.4819
Br -9.8869 7.2085 2.4096
H -8.9566 7.6488 0.1363
C -2.2550 1.6257 -8.0723
Br -1.2620 -0.0130 -8.4077
Br -4.0093 1.5939 -8.9126
Br -2.3697 2.0266 -6.1722
H -1.6923 2.4415 -8.5378
C -7.7469 -4.0131 -3.1242
Br -7.6865 -2.0983 -3.4619
Br -6.8576 -5.0241 -4.5283
Br -7.0549 -4.4594 -1.3617
H -8.8015 -4.3070 -3.1375
C 11.9042 -0.8519 3.0733
Br 11.9032 -1.4001 1.2068
Br 13.6866 -0.3684 3.6847
Br 10.6138 0.5637 3.4126
H 11.5888 -1.7198 3.6616
C 5.8493 -1.6452 5.1472
Br 7.2596 -2.9847 5.1191
Br 4.3198 -2.1819 4.0716
Br 5.3295 -1.1794 6.9630
H 6.2597 -0.7391 4.6897
C 7.1060 9.0017 -2.4230
Br 8.7789 8.2695 -3.0935
Br 7.2686 9.6106 -0.5825
Br 6.4075 10.3948 -3.5873
H 6.3757 8.1860 -2.4266
C -1.1931 -1.5086 11.1805
Br -2.4936 -2.4214 10.0580
Br -2.0512 -0.4614 12.5774
Br 0.1271 -2.7394 11.9061
H -0.6546 -0.8043 10.5380
C 15.1034 -1.7342 7.2338
Br 14.6427 -0.0677 8.1253
Br 17.0164 -2.0823 7.2939
Br 14.0729 -3.2331 7.9237
H 14.8324 -1.6183 6.1793
*
```

=====

Molecular formula: C23H33Cl2N2O6RuSi3
Method: DFT, ωB97M-V/def2-TZVPD

Electronic energy = -90913.58165 eV
LUMO level (alpha / beta) = 4.6 / 4.6 eV

```
! wB97M-V def2-TZVPD RIJCOSX def2/J DEFGRID3
* xyz -2 2
Ru -0.4647 0.5748 -0.5145
O -0.5161 5.3094 2.9301
C -0.8696 4.1453 2.2320
C -0.9397 2.9101 2.8172
C -1.2701 1.7805 2.0599
N -1.2370 1.8616 0.6347
C -1.6565 3.1430 0.1963
C -1.3906 4.2644 0.9349
C -2.4502 3.3450 -1.0249
O -3.1392 4.3331 -1.2159
O -2.5072 2.3866 -1.9682
C -1.5527 0.5748 2.7623
O -1.3718 0.3815 3.9736
O -2.0767 -0.4394 2.0135
H 0.0422 5.0295 3.6600
H -0.7897 2.7716 3.8830
H -1.6667 5.2304 0.5334
C -0.4182 -2.2031 -2.7070
O 0.0835 -1.3406 -1.7243
Si 1.4689 -1.4597 -0.7537
C 2.9427 -1.4545 -1.9447
C 1.4965 -3.2156 -0.0423
C 1.1958 -0.0365 0.3096
Si -1.8193 -2.0196 2.4489
C -3.0368 -2.5539 3.7752
C -2.1840 -2.9495 0.8665
C -0.0764 -2.3170 3.0366
Si 2.5927 0.7114 1.1858
C 2.1799 1.8268 2.6462
C 3.7514 -0.6187 1.9167
C 3.6864 1.7532 0.0373
H -0.3057 -3.2510 -2.4025
H 0.0919 -2.0559 -3.6651
H -1.4806 -1.9979 -2.8511
H 2.8857 -2.2880 -2.6543
H 3.8840 -1.5522 -1.3943
H 2.9716 -0.5201 -2.5074
H 1.6183 -3.9703 -0.8270
H 0.5864 -3.4371 0.5167
H 2.3412 -3.3117 0.6471
H -4.0632 -2.3617 3.4520
H -2.8565 -1.9969 4.6952
H -2.9370 -3.6245 3.9835
H -1.5686 -2.5207 0.0713
H -3.2316 -2.8267 0.5819
H -1.9704 -4.0192 0.9519
H 0.0519 -1.9579 4.0580
H 0.6084 -1.7646 2.3869
H 0.1733 -3.3817 2.9878
H 1.5279 1.3147 3.3590
H 1.6547 2.7219 2.3082
H 3.0994 2.1307 3.1598
H 3.2040 -1.2452 2.6277
H 4.6009 -0.1713 2.4437
H 4.1489 -1.2750 1.1355
H 3.0812 2.5449 -0.4124
H 4.0889 1.1426 -0.7761
H 4.5241 2.2159 0.5705
Cl -3.9803 0.3220 -3.2386
C -2.4450 0.4960 -4.0438
C -2.3561 -0.0336 -5.3203
C -1.1392 -0.0915 -5.9791
C -0.0099 0.4003 -5.3374
C -0.1128 0.9590 -4.0802
Cl 1.3229 1.6414 -3.3801
C -1.3319 1.0373 -3.3579
N -1.3212 1.5759 -2.1047
H -3.2525 -0.4379 -5.7728
H -1.0694 -0.5176 -6.9716
H 0.9594 0.3825 -5.8184
*
```

=====

Molecular formula: C23H33Cl2N2PtSSbSi
Method: DFT, ωB97M-V/def2-TZVPD

Electronic energy = -80910.17015 eV
LUMO level = 0.3 eV

```
! wB97M-V def2-TZVPD RIJCOSX def2/J DEFGRID3
* xyz 0 1
Pt -0.3465 -0.1629 0.0252
Cl -0.1554 -1.9541 -1.8813
C 1.2760 -2.8121 -1.3432
C 1.5877 -3.9485 -2.0760
C 2.7038 -4.6900 -1.7467
C 3.4945 -4.2787 -0.6827
C 3.1587 -3.1462 0.0298
Cl 4.1899 -2.6962 1.3511
C 2.0272 -2.3535 -0.2642
S 1.7125 -0.9491 0.7232
H 0.9489 -4.2363 -2.8996
H 2.9572 -5.5777 -2.3089
H 4.3757 -4.8343 -0.3941
C 0.9404 3.0080 0.4124
Si -0.0380 1.7028 1.3480
C 0.8076 1.3856 2.9933
C -1.7151 2.4673 1.8369
C -1.7796 3.8142 2.2042
C -2.9579 4.3909 2.6647
C -4.1060 3.6217 2.7863
C -4.0661 2.2778 2.4365
C -2.8885 1.7181 1.9607
H 1.1275 3.9186 0.9871
H 0.4197 3.2802 -0.5085
H 1.9057 2.5790 0.1359
H 0.8723 2.3251 3.5493
H 1.8143 0.9818 2.8752
H 0.2281 0.6798 3.5938
H -0.8920 4.4336 2.1303
H -2.9756 5.4384 2.9401
H -5.0221 4.0627 3.1599
H -4.9529 1.6626 2.5417
H -2.8743 0.6667 1.6934
C -2.8284 -3.8887 1.2110
Sb -1.6126 -2.1813 1.7354
C -0.0752 -3.2851 2.7323
C -2.7636 -1.6997 3.4901
H -3.0752 -4.4783 2.0943
H -2.2858 -4.5150 0.5027
H -3.7488 -3.5491 0.7365
H -0.5130 -3.9921 3.4366
H 0.5877 -2.5976 3.2547
H 0.5155 -3.8219 1.9897
H -2.8501 -2.5788 4.1284
H -3.7599 -1.3740 3.1900
H -2.2907 -0.8912 4.0468
N -1.8701 0.8127 -0.9037
C -2.7798 1.4813 -1.1465
N -3.7675 2.2824 -1.4364
C -5.1613 1.8308 -1.3745
C -6.0186 2.8981 -0.7106
C -5.8273 4.2514 -1.3899
C -4.3534 4.6503 -1.3673
C -3.5051 3.5894 -2.0511
H -5.1902 0.8941 -0.8199
H -5.5129 1.6374 -2.3947
H -5.7262 2.9750 0.3390
H -7.0639 2.5855 -0.7437
H -6.4330 5.0101 -0.8929
H -6.1747 4.1974 -2.4279
H -4.0151 4.7590 -0.3324
H -4.1987 5.6067 -1.8696
H -2.4414 3.7991 -1.9555
H -3.7498 3.5328 -3.1182
*
```

=====

Which of these has the lowest electronic energy?
C23H33Br45IO8PS3Si2